{"formula": "C2H5N3OS", "method": "wB97M-V/def2-TZVPD", "symbols": ["H", "N", "C", "N", "O", "C", "S", "N", "H", "H", "H", "H"], "positions_angstrom": [[-2.894, -0.186, -0.594], [-2.271, -0.817, -0.028], [-1.086, -0.414, -0.128], [-0.655, 1.037, -0.318], [0.804, 1.445, -0.361], [1.632, 0.617, 0.394], [1.657, -1.173, -0.491], [0.070, -1.252, 0.248], [-1.131, 1.693, -0.913], [1.340, 0.379, 1.463], [2.681, 1.007, 0.584], [-0.147, -2.337, 0.143]], "forces_ev_per_angstrom": [[0.43, -0.51, 1.34], [-0.51, 0.62, -1.83], [3.63, 1.43, -0.11], [1.43, -2.39, 1.45], [-1.10, -0.87, 0.36], [1.37, -1.39, 0.72], [-0.86, 3.18, 1.55], [-2.16, -3.29, -0.94], [-0.05, -0.28, -0.33], [-0.54, 0.12, -1.47], [-1.29, 0.13, -1.35], [-0.34, 3.26, 0.61]], "e_above_lowest_ev": 5.201, "lumo_energy_ev": 0.4, "max_force_ha_per_bohr": 0.079, "e_homo_ev": -8.629, "homo_lumo_gap_ha": 0.33360}

{"formula": "C2H5N3OS2", "method": "wB97M-V/def2-TZVPD", "symbols": ["H", "N", "C", "N", "O", "C", "S", "N", "S", "H", "H", "H", "H"], "positions_angstrom": [[1.416, 3.413, 0.397], [1.371, 2.254, 0.654], [0.859, 1.837, -0.505], [0.319, 0.553, -0.625], [-0.372, 0.447, -1.863], [0.364, -0.492, 0.310], [1.262, -0.406, 1.692], [-0.486, -1.540, 0.097], [-1.920, -1.139, -0.649], [0.687, 2.462, -1.511], [-1.179, 1.024, -1.832], [-0.418, -2.021, 1.068], [-2.774, -0.666, 0.370]], "forces_ev_per_angstrom": [[0.40, -3.82, 1.15], [-1.48, 3.80, -4.75], [0.67, 1.67, 1.93], [-0.05, 0.21, -0.79], [0.97, 0.47, -0.25], [0.52, 2.08, -0.02], [-0.06, -0.39, -0.51], [0.78, -0.39, 2.41], [-3.51, -1.06, 0.69], [0.42, -1.46, 2.42], [0.91, -0.80, 0.52], [-0.71, 0.20, -2.31], [1.15, -0.51, -0.50]], "e_above_lowest_ev": 4.467, "lumo_energy_ev": 0.2, "max_force_ha_per_bohr": 0.122, "e_homo_ev": -8.490, "homo_lumo_gap_ha": 0.31902}

{"formula": "C2H5N3P2", "method": "wB97M-V/def2-TZVPD", "symbols": ["C", "C", "N", "P", "P", "N", "N", "H", "H", "H", "H", "H"], "positions_angstrom": [[-1.451, -0.227, -0.558], [-0.059, 0.336, 0.381], [1.220, 0.557, 0.487], [2.378, 0.115, -0.690], [4.542, -0.405, 0.246], [3.195, -1.240, 0.021], [3.681, 0.990, 0.069], [-1.159, -0.370, -1.557], [-2.243, 0.549, -0.385], [-1.564, -1.034, 0.249], [-0.684, 0.613, 1.205], [4.232, 1.838, -0.032]], "forces_ev_per_angstrom": [[2.93, 1.02, 4.06], [-0.59, 0.76, -0.84], [-3.34, -1.28, -0.51], [-0.04, -0.23, 0.30], [-0.65, -1.00, 0.59], [-0.09, -0.23, -0.75], [1.97, 1.39, -0.07], [-0.23, -0.99, -1.17], [0.98, -0.64, -0.28], [-0.47, 0.32, -2.14], [0.38, 0.54, 1.26], [-0.85, 0.36, -0.45]], "e_above_lowest_ev": 1.050, "lumo_energy_ev": 0.2, "max_force_ha_per_bohr": 0.099, "e_homo_ev": -8.455, "homo_lumo_gap_ha": 0.31862}

{"formula": "C2H5N3S", "method": "wB97M-V/def2-TZVPD", "symbols": ["H", "N", "C", "N", "C", "N", "S", "H", "H", "H", "H"], "positions_angstrom": [[-1.221, 0.495, -1.699], [-1.301, 1.052, -0.904], [-0.523, 0.466, 0.002], [-0.713, 0.653, 1.436], [0.648, -0.302, -0.615], [1.482, -0.872, 0.236], [0.526, -0.714, -2.338], [-1.638, 1.044, 1.498], [0.089, 1.252, 1.749], [0.744, -1.283, 1.065], [1.908, -1.790, -0.429]], "forces_ev_per_angstrom": [[0.65, -0.45, -2.36], [0.15, -0.77, 5.64], [-1.43, 2.44, -2.57], [2.36, -0.16, -2.55], [-2.91, -0.84, -3.02], [-0.53, -5.77, 0.63], [1.15, 0.75, 3.00], [-0.01, 0.63, 0.45], [-1.44, -0.60, 0.20], [3.07, 1.44, -2.29], [-1.07, 3.33, 2.87]], "e_above_lowest_ev": 3.032, "lumo_energy_ev": -0.9, "max_force_ha_per_bohr": 0.113, "e_homo_ev": -8.821, "homo_lumo_gap_ha": 0.28975}

{"formula": "C2H5N3S", "method": "wB97M-V/def2-TZVPD", "symbols": ["C", "C", "H", "H", "H", "H", "H", "N", "N", "N", "S"], "positions_angstrom": [[-1.324, -0.926, -0.013], [1.166, -1.094, -0.125], [1.418, 1.517, 0.990], [-1.504, -2.043, -0.602], [-3.242, -0.519, -0.134], [0.897, -2.047, -0.198], [3.005, -1.153, 0.118], [-0.057, -0.291, -0.183], [-2.349, -0.178, 0.351], [2.218, -0.434, 0.243], [0.105, 1.418, -0.139]], "forces_ev_per_angstrom": [[-2.79, 0.65, -1.96], [-0.75, 7.41, 1.90], [-3.14, -0.45, -2.54], [1.09, 3.04, 1.79], [1.52, -0.05, 1.64], [-0.17, -4.34, -0.67], [-0.94, 1.38, 0.71], [0.93, -1.87, 0.64], [1.04, -2.13, -2.22], [0.69, -3.71, -1.84], [2.52, 0.07, 2.53]], "e_above_lowest_ev": 4.399, "lumo_energy_ev": 0.5, "max_force_ha_per_bohr": 0.149, "e_homo_ev": -8.512, "homo_lumo_gap_ha": 0.33007}

{"formula": "C2H5N3S2", "method": "wB97M-V/def2-TZVPD", "symbols": ["C", "C", "H", "H", "H", "H", "H", "N", "N", "N", "S", "S"], "positions_angstrom": [[-0.914, 0.171, 0.078], [2.933, -0.726, -0.248], [1.114, 1.892, -0.676], [0.949, 2.039, 1.074], [-1.482, 2.052, -0.287], [3.121, -1.747, 0.190], [3.712, -0.146, -0.692], [0.482, 2.274, 0.096], [-0.724, 1.488, -0.019], [1.848, -0.044, -0.145], [-2.318, -0.685, -0.156], [0.395, -0.990, 0.274]], "forces_ev_per_angstrom": [[0.49, -0.64, -0.81], [-1.22, 0.27, 1.22], [-0.84, 0.76, 1.88], [-1.19, 0.48, -2.83], [-1.24, 0.47, -0.21], [-0.31, 0.85, -0.82], [0.95, -0.07, -0.07], [1.10, -1.60, 0.94], [1.43, -0.09, 0.60], [-0.09, -2.27, -0.45], [-0.13, 0.62, 0.35], [1.05, 1.22, 0.21]], "e_above_lowest_ev": 3.393, "lumo_energy_ev": 0.5, "max_force_ha_per_bohr": 0.060, "e_homo_ev": -8.416, "homo_lumo_gap_ha": 0.32648}

{"formula": "C2H5N3S2", "method": "wB97M-V/def2-TZVPD", "symbols": ["C", "C", "N", "N", "N", "S", "S", "H", "H", "H", "H", "H"], "positions_angstrom": [[1.687, -1.192, 1.606], [2.332, -1.235, 0.371], [0.427, -0.787, 1.540], [1.617, -0.718, -0.603], [-2.467, 1.119, -0.784], [-1.686, 2.438, -1.556], [0.153, -0.276, 0.026], [2.066, -1.570, 2.536], [3.305, -1.523, 0.208], [-1.902, 1.943, -2.735], [-2.020, 0.522, -0.040], [-3.511, 1.277, -0.569]], "forces_ev_per_angstrom": [[-1.31, -0.73, 0.59], [-1.74, 1.46, -0.22], [0.39, 0.59, 0.34], [-0.65, 0.28, -0.35], [-2.36, -0.46, 1.37], [-0.22, -0.52, 1.69], [1.66, -1.02, -0.11], [0.14, -0.02, 0.25], [2.01, -0.74, -0.44], [0.13, -0.23, -1.36], [-0.57, 1.57, -1.40], [2.54, -0.18, -0.35]], "e_above_lowest_ev": 2.319, "lumo_energy_ev": 0.3, "max_force_ha_per_bohr": 0.054, "e_homo_ev": -9.127, "homo_lumo_gap_ha": 0.34572}

{"formula": "C2H5N3S2", "method": "wB97M-V/def2-TZVPD", "symbols": ["H", "N", "C", "N", "S", "C", "N", "S", "H", "H", "H", "H"], "positions_angstrom": [[1.198, 0.166, 2.625], [0.855, -0.700, 2.208], [-0.004, -0.380, 1.310], [-0.600, -1.355, 0.509], [-0.546, 1.250, 0.783], [-0.116, 1.331, -0.980], [0.406, 0.348, -1.687], [-0.356, 2.799, -1.623], [-1.551, -1.223, 0.193], [-0.314, -2.307, 0.739], [0.576, 0.653, -2.648], [0.452, -0.582, -1.428]], "forces_ev_per_angstrom": [[0.27, -0.21, 0.00], [-1.08, 1.03, -0.71], [0.11, -1.20, -0.29], [0.71, -0.49, 0.29], [0.44, 0.01, -0.48], [-0.29, 0.32, 1.43], [0.19, 1.58, -1.37], [-0.31, 1.07, -0.28], [0.20, 0.05, 0.19], [-0.34, 0.40, -0.01], [0.06, -0.59, 0.43], [0.05, -1.96, 0.80]], "e_above_lowest_ev": 0.873, "lumo_energy_ev": 0.6, "max_force_ha_per_bohr": 0.041, "e_homo_ev": -8.695, "homo_lumo_gap_ha": 0.34032}

{"formula": "C2H5N4", "method": "wB97M-V/def2-TZVPD", "symbols": ["C", "C", "N", "N", "N", "N", "H", "H", "H", "H", "H"], "positions_angstrom": [[1.373, 0.438, 0.358], [0.131, 0.410, -0.469], [-0.937, 1.100, -0.146], [-2.011, 0.675, 0.186], [-2.037, -0.763, 0.197], [-0.990, -1.248, -0.132], [1.405, -0.422, 1.027], [1.384, 1.327, 0.988], [2.263, 0.415, -0.262], [0.279, 0.319, -1.550], [-0.861, -2.253, -0.196]], "forces_ev_per_angstrom": [[0.17, 0.00, 0.54], [0.92, -1.58, -0.70], [-0.35, 0.88, 0.21], [-0.72, 2.22, 0.17], [-0.10, -3.25, 0.04], [0.83, 2.15, -0.22], [-0.03, -0.01, 0.01], [-0.03, 0.00, -0.07], [-0.07, 0.02, -0.11], [-0.25, -0.02, 0.04], [-0.39, -0.42, 0.09]], "e_above_lowest_ev": 3.939, "lumo_energy_ev": -6.8, "max_force_ha_per_bohr": 0.063, "e_homo_ev": -16.779, "charge": 1, "homo_lumo_gap_ha": 0.36613}

{"formula": "C2H5N4O", "method": "wB97M-V/def2-TZVPD", "symbols": ["N", "C", "C", "N", "O", "N", "N", "H", "H", "H", "H", "H"], "positions_angstrom": [[-1.206, 1.030, 0.155], [-0.074, 0.328, -0.055], [1.198, 1.102, -0.213], [2.263, 0.509, 0.029], [2.814, -0.518, 0.109], [0.086, -0.949, 0.017], [-0.830, -1.863, -0.049], [-1.232, 2.027, 0.004], [-1.923, 0.659, 0.763], [1.161, 2.169, -0.348], [-0.483, -2.813, -0.035], [-1.775, -1.681, -0.377]], "forces_ev_per_angstrom": [[0.11, -0.73, 0.02], [-0.02, 2.45, 0.01], [-3.16, 0.05, -0.24], [2.38, 0.62, -0.12], [0.11, -1.14, 0.23], [0.46, -2.09, 0.17], [-0.01, 0.61, -0.08], [0.15, 0.03, 0.10], [-0.11, -0.03, -0.22], [0.22, 0.17, 0.06], [-0.13, 0.04, 0.15], [0.00, 0.02, -0.09]], "e_above_lowest_ev": 4.793, "lumo_energy_ev": [-6.9, -4.8], "max_force_ha_per_bohr": 0.062, "e_homo_ev": [-13.719, -14.020], "charge": 1, "homo_lumo_gap_ha": [0.24907, 0.33884]}

{"formula": "C2H5N5", "method": "wB97M-V/def2-TZVPD", "symbols": ["H", "N", "C", "N", "C", "N", "N", "N", "H", "H", "H", "H"], "positions_angstrom": [[-0.826, -2.159, 1.991], [-0.269, -2.409, 1.108], [-0.067, -1.453, 0.439], [0.871, -1.349, -0.537], [0.892, -0.223, -1.054], [-0.095, 0.568, -0.571], [0.038, 2.016, -0.701], [-0.437, -0.077, 0.774], [1.570, 0.141, -1.875], [-0.895, 2.270, -0.708], [0.644, 2.376, 0.097], [-1.426, 0.297, 1.040]], "forces_ev_per_angstrom": [[0.79, -0.70, -1.85], [-2.56, -5.28, 5.51], [0.81, 6.24, -0.82], [1.95, -3.50, -1.27], [0.01, 2.01, -1.44], [-0.49, 2.46, 1.06], [2.93, -2.82, 1.48], [-1.36, 2.51, -2.10], [-0.85, -0.42, 1.02], [-1.87, 1.59, 0.34], [-1.51, -0.33, -1.18], [2.15, -1.75, -0.76]], "e_above_lowest_ev": 3.789, "lumo_energy_ev": 0.6, "max_force_ha_per_bohr": 0.157, "e_homo_ev": -8.757, "homo_lumo_gap_ha": 0.34383}

{"formula": "C2H5N5", "method": "wB97M-V/def2-TZVPD", "symbols": ["C", "N", "N", "N", "N", "C", "N", "H", "H", "H", "H", "H"], "positions_angstrom": [[-1.808, 1.441, 0.097], [-1.325, 0.265, -0.352], [-1.316, -0.814, -0.737], [-0.847, -1.758, -1.312], [0.263, -2.369, -1.019], [1.379, -2.174, -0.616], [2.628, -2.271, -0.420], [-2.819, 1.535, -0.356], [-1.074, 2.107, -0.164], [-2.220, 1.516, 1.175], [3.394, -2.069, -1.073], [3.007, -2.260, 0.547]], "forces_ev_per_angstrom": [[-4.15, 0.68, 3.01], [-0.25, -3.32, -0.96], [2.58, 1.24, 0.83], [-2.65, -0.32, -1.71], [2.51, -0.09, 2.03], [-0.57, -0.63, -1.50], [0.63, 0.50, 1.56], [0.50, 0.46, -0.71], [1.17, 2.47, -0.51], [1.41, -0.59, -1.05], [-0.63, -0.08, -0.64], [-0.56, -0.33, -0.34]], "e_above_lowest_ev": 5.290, "lumo_energy_ev": -11.2, "max_force_ha_per_bohr": 0.100, "e_homo_ev": -20.165, "charge": 2, "homo_lumo_gap_ha": 0.33029}